Entry 1:
The following is a DFT calculation (wB97M-V/def2-TZVPD) of an isolated molecule of C3H7NO2.

Last column: Löwdin charge in e.
Cartesian coordinates (Å):
C -1.81463 -0.69337 -0.64505  -0.07
N -0.48507 -0.15874 -0.46137  0.01
C 0.06392 0.01312 0.76811  -0.49
O -0.43869 -0.35870 1.81602  0.05
C 1.39876 0.75382 0.73269  -0.17
O 2.05184 0.66089 -0.51901  -0.07
H -1.82593 -1.44705 -1.43810  0.08
H -2.11623 -1.15362 0.29707  0.08
H -2.53203 0.09691 -0.89532  0.09
H 0.01274 0.25362 -1.23701  0.13
H 2.01421 0.39188 1.56430  0.13
H 1.20647 1.81863 0.89934  0.13
H 2.29024 -0.26671 -0.64465  0.10

## Properties
* calculated total energy: -323.75164 Eh
* SMILES: CNC(=O)CO
* Kohn-Sham gap: 10.359 eV
* relative energy (zero: lowest compared OMol25 entry of this formula, charge and spin): 18.4 kcal per mole
* lowest unoccupied orbital energy: 0.7 eV


Entry 2:
The following is a DFT calculation (wB97M-V/def2-TZVPD) of a structure of composition C26H36O5PdSSe2.

Last column: Löwdin charge in e.
Cartesian coordinates (Å):
Pd -0.40402 1.05832 0.56952  0.37
O -4.63442 1.92343 3.42431  -0.12
C -3.94413 0.70242 3.08886  -0.25
C -4.03882 0.38851 1.59955  -0.59
C -5.49400 0.02438 1.28441  -0.24
O -6.42345 1.06471 1.57268  -0.09
C -3.17994 -0.84594 1.24661  -0.55
Se -1.31990 -0.85208 1.88680  0.53
C -3.64271 1.59969 0.72963  -0.52
Se -2.08820 2.64881 1.31766  0.60
H -4.02555 2.60808 3.09443  0.03
H -4.41107 -0.09643 3.67336  0.13
H -2.89835 0.77803 3.37908  0.04
H -5.75476 -0.87579 1.86087  0.11
H -5.59456 -0.21929 0.22174  0.12
H -6.03436 1.56228 2.31201  0.05
H -3.11294 -0.91520 0.15859  0.05
H -3.67552 -1.75325 1.60779  0.04
H -4.48591 2.28765 0.65318  0.05
H -3.42192 1.23510 -0.27522  0.06
O 2.28300 2.24113 2.73379  -0.55
S 1.52450 0.98662 3.04510  0.84
C 0.18589 1.45386 4.17746  -0.36
C 0.73281 1.53191 5.61260  -0.23
C 2.24810 1.30386 5.56118  -0.27
C 2.43285 0.27589 4.45868  -0.34
H -0.60681 0.71526 4.05036  0.01
H -0.18634 2.38547 3.75098  0.06
H 0.27532 0.72695 6.19568  0.10
H 0.46873 2.47152 6.09980  0.10
H 2.66108 0.98912 6.52287  0.10
H 2.75661 2.21844 5.24957  0.10
H 1.96883 -0.68263 4.70646  0.09
H 3.45934 0.11454 4.13215  0.08
C 3.51139 -4.61912 -4.46816  -0.07
C 2.69543 -3.66872 -3.63246  -0.29
C 2.95508 -3.48999 -2.28425  -0.03
C 2.20558 -2.61588 -1.49610  -0.19
C 2.57483 -2.50452 -0.03874  -0.05
C 1.14778 -1.90451 -2.07443  -0.03
C 0.84738 -2.09837 -3.43257  -0.19
C -0.28594 -1.39622 -4.13132  -0.05
C 1.63755 -2.96213 -4.18675  -0.03
C 0.34010 -0.90942 -1.25280  -0.63
O -0.83379 -0.66515 -1.55242  -0.02
O 0.98551 -0.37103 -0.28971  -0.19
H 4.45012 -4.87283 -3.97289  0.06
H 3.75217 -4.18626 -5.44153  0.07
H 2.97414 -5.55318 -4.65522  0.07
H 3.76976 -4.03921 -1.82094  0.10
H 3.26730 -3.31087 0.21796  0.06
H 1.69790 -2.55676 0.60619  0.08
H 3.03652 -1.54268 0.18056  0.08
H -0.20960 -0.31552 -4.02010  0.07
H -1.24534 -1.66885 -3.69495  0.08
H -0.27023 -1.65545 -5.19298  0.06
H 1.40929 -3.08251 -5.24204  0.10
C 0.47205 2.60935 -0.47005  -0.29
C 0.96306 2.29899 -1.83472  -0.30
C 2.17783 1.64457 -2.07121  -0.06
C 2.62444 1.39442 -3.36019  -0.11
C 1.88093 1.80287 -4.46126  -0.15
C 0.66837 2.44983 -4.24902  -0.13
C 0.21724 2.68132 -2.95878  -0.06
H -0.21669 3.45187 -0.52131  -0.02
H 1.31007 2.89461 0.18113  0.04
H 2.75862 1.31187 -1.21976  0.11
H 3.55991 0.86368 -3.50329  0.09
H 2.22782 1.59665 -5.46773  0.08
H 0.06033 2.76169 -5.09212  0.08
H -0.73627 3.17206 -2.79859  0.11

## Properties
* calculated total energy: -6717.54804 Eh
* total charge: -2
* Kohn-Sham gap: 5.373 eV
* relative energy (zero: lowest compared OMol25 entry of this formula, charge and spin): 0.0 kcal per mole
* lowest unoccupied orbital energy: 4.4 eV


Entry 3:
The following is a DFT calculation (wB97M-V/def2-TZVPD) of a structure of composition C38H36MoN10O4S5 at a distorted geometry.

Last column: Löwdin charge in e.
Cartesian coordinates (Å):
Mo 1.17269 0.10206 0.74827  1.28
O 5.03956 -2.38108 -4.47578  -0.02
C 4.11740 -1.57445 -4.64737  -0.68
O 3.66465 -0.96165 -5.62150  -0.02
C 3.34827 -1.23944 -3.29616  -0.05
C 2.15538 -0.54241 -3.34074  0.08
C 1.44257 -0.35400 -2.16546  -0.20
N 1.91844 -0.78110 -0.98539  -0.03
C 3.05267 -1.50141 -0.94627  -0.20
C 3.78954 -1.75936 -2.08844  0.09
C 3.26335 -2.03218 0.38055  -0.21
C 4.30077 -2.88825 0.73326  0.01
C 4.28954 -3.49300 1.96674  -0.03
C 3.20663 -3.24045 2.80676  -0.03
C 2.24828 -2.33732 2.41881  -0.18
N 2.27281 -1.68370 1.23960  -0.06
C 0.07801 0.10353 -2.03099  -0.18
C -0.77266 0.35002 -3.10483  0.02
C -2.12597 0.47450 -2.88387  -0.04
C -2.59829 0.31468 -1.58477  -0.05
C -1.69502 0.12084 -0.56523  -0.21
N -0.36107 0.06785 -0.74594  -0.03
H 1.80685 -0.17741 -4.29810  0.12
H 4.68991 -2.35819 -2.07163  0.13
H 5.09921 -3.06067 0.02604  0.13
H 5.08659 -4.15889 2.26552  0.12
H 3.11757 -3.73464 3.76375  0.12
H 1.41495 -2.13260 3.06968  0.07
H -0.35781 0.40674 -4.10120  0.12
H -2.80835 0.63287 -3.70792  0.12
H -3.65465 0.34362 -1.35757  0.12
H -2.05004 -0.01762 0.44452  0.04
S -0.28683 -0.22487 8.05256  0.63
C 0.05030 -0.12783 6.46510  -1.48
S 1.56118 0.47204 5.83863  0.94
C 1.17332 0.26751 4.14738  -1.06
C -0.06426 -0.26505 3.86308  -1.07
S -0.59645 -0.64737 2.27797  0.68
S -1.07780 -0.63031 5.22923  0.94
S 2.29864 0.69847 2.94900  0.78
C -2.01219 -3.22255 -0.65129  -0.16
C -2.50038 -4.66623 -0.97743  -0.15
N -1.53145 -5.62922 -0.46899  -0.17
C -0.24565 -5.42456 -1.13018  -0.14
C 0.24491 -3.96611 -0.87528  -0.15
N -0.70491 -3.28011 0.00041  -0.17
C -0.82563 -4.02362 1.25748  -0.18
C -1.37983 -5.44981 0.97026  -0.15
H -2.70661 -2.70765 0.01819  0.11
H -1.91884 -2.63274 -1.56683  0.11
H -2.59698 -4.81547 -2.05461  0.12
H -3.46942 -4.87097 -0.51752  0.11
H -0.37256 -5.61749 -2.19688  0.12
H 0.46348 -6.15492 -0.73613  0.12
H 0.31956 -3.40585 -1.81133  0.12
H 1.22594 -3.96071 -0.39297  0.11
H -1.48837 -3.46774 1.92156  0.09
H 0.16511 -4.06960 1.71544  0.10
H -2.35780 -5.58763 1.43594  0.11
H -0.71107 -6.22635 1.34683  0.11
O 1.97467 1.78503 -0.37099  -0.20
N 2.94962 1.12664 0.16159  -0.21
C 3.99098 1.73310 0.72000  -0.35
C 4.09336 3.14197 0.83598  -0.18
N 4.11942 4.28714 0.95415  0.19
C 5.00020 0.87470 1.23273  -0.21
N 5.79273 0.13712 1.62440  0.19
C -1.96612 4.53725 -2.58376  -0.06
C -2.16057 5.35793 -1.31119  -0.19
N -3.25277 4.87553 -0.47652  -0.05
C -4.62469 5.09544 -0.92927  -0.19
C -5.26232 3.84843 -1.53692  -0.07
C -3.08641 4.21539 0.69232  -0.43
O -4.01735 3.78435 1.35638  0.08
C -1.67523 3.97077 1.16150  -0.12
C -0.96075 4.86706 1.94059  0.01
C 0.30556 4.49402 2.35153  -0.01
C 0.79214 3.24475 2.00721  -0.15
N 0.08746 2.34188 1.31668  0.01
C -1.11747 2.73117 0.90089  -0.06
H -1.09001 4.89605 -3.12450  0.08
H -2.82969 4.62247 -3.24371  0.07
H -1.81067 3.48460 -2.33824  0.06
H -2.36120 6.39917 -1.57533  0.12
H -1.24113 5.33751 -0.73213  0.11
H -4.60912 5.91076 -1.65289  0.12
H -5.21293 5.40415 -0.06498  0.12
H -4.68147 3.48024 -2.38306  0.06
H -6.27203 4.07772 -1.87794  0.08
H -5.32088 3.06386 -0.78369  0.07
H -1.37756 5.82947 2.20962  0.13
H 0.91896 5.16104 2.94056  0.12
H 1.79080 2.97559 2.30788  0.04
H -1.69273 2.03757 0.31720  0.09

## Properties
* spin multiplicity: 3
* calculated total energy: -4377.25246 Eh
* Kohn-Sham gap (spin up / spin down): 6.561 / 4.448 eV
* relative energy (zero: lowest compared OMol25 entry of this formula, charge and spin): 37.7 kcal per mole
* lowest unoccupied orbital energy (spin up / spin down): -1.2 / -3.4 eV


Entry 4:
The following is a DFT calculation (wB97M-V/def2-TZVPD) of the ion C21H18Br2NO5S3 with charge -1 at a distorted geometry.

Last column: Löwdin charge in e.
Cartesian coordinates (Å):
N 4.40989 -4.86044 1.36453  -0.09
S 4.51111 -4.64182 -0.34721  0.67
O 4.61194 -6.07229 -0.59877  -0.39
O 5.77133 -3.86303 -0.34482  -0.34
C 2.93452 -3.75096 -0.59891  -0.30
C 2.79434 -2.46590 -0.03648  0.00
C 1.52807 -1.85407 -0.15734  -0.16
C 1.30250 -0.49604 0.35375  -0.15
C 2.27630 0.55741 0.42052  -0.01
C 1.90823 1.79726 0.96276  -0.08
C 0.67858 2.07777 1.43453  -0.32
C 0.35159 3.40542 2.13009  -0.38
S 0.56678 4.95477 1.07107  0.81
C 0.04087 4.52861 -0.62433  -0.43
C -1.08901 3.52926 -0.74874  -0.31
C -2.24108 3.62909 0.02058  -0.05
C -3.22231 2.66048 -0.02179  -0.07
C -3.24722 1.65477 -0.91971  -0.28
C -4.51072 0.75631 -0.88322  -0.21
S -4.58960 -0.37192 0.58311  0.41
O -3.25476 -0.95885 0.85778  -0.40
O -5.53833 -1.40886 0.36244  -0.36
O -5.03400 0.47200 1.75807  -0.42
C -2.04290 1.57558 -1.75648  -0.58
Br -1.97475 -0.06884 -2.65195  0.83
C -0.96407 2.47836 -1.62792  -0.08
C -0.30616 1.12016 1.39334  -0.01
C 0.00850 -0.18950 0.91245  0.03
C 0.56384 -2.43140 -0.96884  -0.04
C 0.60663 -3.68754 -1.38999  -0.14
C 1.81304 -4.30873 -1.26398  -0.62
Br 1.89191 -5.98952 -2.17916  0.78
H 3.52564 -4.41151 1.64530  0.05
H 4.42779 -5.87353 1.34993  0.04
H 3.67067 -2.04038 0.54963  0.15
H 3.29305 0.49262 -0.02701  0.12
H 2.58711 2.64357 0.84409  0.11
H -0.71273 3.29560 2.58769  0.11
H 1.02619 3.60936 2.95442  0.06
H -0.10970 5.43407 -1.16180  0.06
H 0.91551 3.92427 -1.00516  0.08
H -2.36125 4.38541 0.82975  0.12
H -4.17566 2.76396 0.58278  0.14
H -5.39195 1.39404 -0.92092  0.10
H -4.51044 0.23036 -1.78536  0.02
H -0.31260 2.21699 -2.40253  0.09
H -1.21786 1.17736 1.91261  0.11
H -0.72457 -0.99732 0.86464  0.10
H -0.33023 -1.91492 -1.23504  0.06
H -0.15398 -4.10747 -2.08843  0.13

## Properties
* calculated total energy: -7584.55666 Eh
* SMILES: NS(=O)(=O)c1cc(-c2ccc(CSCc3ccc(CS(=O)(=O)[O-])c(Br)c3)cc2)ccc1Br
* total charge: -1
* Kohn-Sham gap: 7.073 eV
* lowest unoccupied orbital energy: 1.7 eV